Record 1
{"formula": "C22H50FeP2Si2", "method": "ωB97M-V/def2-TZVPD", "lumo_energy_ev": [0.27, -0.51], "total_energy_ev": -92342.2676, "s2": 6.056, "charge": 0, "homo_lumo_gap_ev": [6.21, 7.61], "spin_multiplicity": 5, "e_homo_ev": [-5.94, -8.13], "elements": ["Fe", "P", "P", "Si", "Si", "C", "C", "C", "C", "C", "C", "C", "C", "C", "C", "C", "C", "C", "C", "C", "C", "C", "C", "C", "C", "C", "C", "H", "H", "H", "H", "H", "H", "H", "H", "H", "H", "H", "H", "H", "H", "H", "H", "H", "H", "H", "H", "H", "H", "H", "H", "H", "H", "H", "H", "H", "H", "H", "H", "H", "H", "H", "H", "H", "H", "H", "H", "H", "H", "H", "H", "H", "H", "H", "H", "H", "H"], "xyz": [[-0.02, 0.17, -0.05], [0.10, 1.73, -6.06], [0.07, -1.33, -6.15], [-1.06, 0.81, 3.29], [0.22, 3.09, 1.63], [-0.69, 1.42, 1.50], [-1.74, -0.95, 3.48], [1.69, -2.02, -6.73], [0.00, 4.12, 3.20], [0.44, -1.34, 1.22], [2.06, 2.66, 1.58], [1.20, 3.16, -6.46], [-0.87, -1.34, -1.39], [-1.93, -0.67, -2.21], [0.52, 0.84, 4.32], [-1.56, 0.79, -2.61], [-0.27, -0.45, -7.78], [0.34, 0.95, -7.75], [1.65, 0.82, -2.44], [-1.54, 2.47, -6.49], [-0.34, 4.40, 0.37], [-2.37, 1.81, 4.21], [1.22, -0.64, -2.76], [-0.72, 1.51, -1.59], [-1.02, -2.76, -6.57], [0.68, 1.58, -1.58], [0.52, -1.34, -1.64], [-0.11, 4.17, -0.68], [-2.85, -0.66, -1.60], [0.18, -1.04, -8.59], [-2.53, -1.15, 2.74], [0.69, 4.97, 3.15], [2.02, -2.82, -6.07], [2.32, 2.16, 0.63], [-1.44, 4.54, 0.46], [-2.06, 2.83, 4.48], [1.41, 0.95, -7.98], [0.62, -0.66, -3.69], [0.30, 0.46, 5.33], [-0.96, -1.72, 3.35], [-0.54, -1.88, 1.33], [-3.28, 1.90, 3.60], [1.16, 3.90, -5.65], [-1.08, 0.80, -3.60], [1.83, 1.37, -3.39], [1.18, -2.05, 0.79], [-1.27, -2.14, -0.77], [-0.74, -3.14, -7.56], [-1.81, 3.23, -5.75], [1.13, 2.45, -1.08], [2.45, -1.23, -6.78], [2.14, -1.20, -2.98], [-0.90, -3.55, -5.82], [-1.02, 4.52, 3.25], [0.76, -0.99, 2.22], [-2.51, 1.33, -2.70], [0.20, 3.58, 4.13], [2.66, 3.57, 1.69], [1.08, -2.18, -1.23], [-2.32, 1.69, -6.53], [0.95, 1.84, 4.42], [2.23, 2.81, -6.58], [-2.17, -1.09, 4.49], [0.86, 3.62, -7.40], [-1.35, -0.43, -7.94], [0.14, 5.36, 0.61], [-0.15, 1.59, -8.50], [-2.07, -2.43, -6.60], [-2.65, 1.29, 5.14], [-1.46, 2.93, -7.48], [1.28, 0.18, 3.88], [-1.71, 1.67, 1.06], [-1.26, 2.28, -1.01], [2.63, 0.80, -1.93], [-2.18, -1.25, -3.12], [1.55, -2.43, -7.74], [2.30, 1.97, 2.40]]}

***

Record 2
{"formula": "C22H50MgN3OP2S", "method": "ωB97M-V/def2-TZVPD", "lumo_energy_ev": -1.84, "total_energy_ev": -64996.0885, "charge": 1, "homo_lumo_gap_ev": 7.77, "spin_multiplicity": 1, "e_homo_ev": -9.61, "elements": ["S", "P", "P", "Mg", "O", "N", "N", "N", "C", "C", "C", "C", "C", "C", "C", "C", "C", "C", "C", "C", "C", "C", "C", "C", "C", "C", "C", "C", "C", "C", "H", "H", "H", "H", "H", "H", "H", "H", "H", "H", "H", "H", "H", "H", "H", "H", "H", "H", "H", "H", "H", "H", "H", "H", "H", "H", "H", "H", "H", "H", "H", "H", "H", "H", "H", "H", "H", "H", "H", "H", "H", "H", "H", "H", "H", "H", "H", "H", "H", "H"], "xyz": [[-0.71, -1.80, -0.01], [-2.06, 1.54, 0.09], [1.76, -0.13, -2.46], [-0.03, 0.58, -0.91], [2.11, 1.75, 1.46], [-1.26, 0.76, -2.77], [-0.93, -3.18, 2.19], [0.79, -1.59, 2.28], [-2.57, 0.19, -2.40], [2.50, -2.14, -0.69], [2.65, 1.23, -3.31], [-3.21, 0.96, -1.23], [-1.01, -3.55, 3.64], [1.39, 1.29, 0.67], [2.95, -1.47, -2.00], [3.50, 2.06, -2.33], [-2.29, 3.34, 0.33], [-3.95, 1.11, 2.10], [-1.61, 3.87, 1.61], [-0.23, -2.19, 1.62], [4.38, -0.95, -1.83], [3.37, 0.67, -4.55], [0.52, -0.74, -3.68], [2.36, -3.55, 2.74], [-1.40, -2.45, 4.61], [-0.62, 0.23, -4.01], [-2.56, 0.69, 1.64], [-1.51, 0.84, 2.74], [1.71, -2.28, 3.25], [-3.76, 3.77, 0.13], [0.08, -1.64, -3.24], [2.48, -1.53, 3.50], [3.03, -3.33, 1.90], [1.05, -1.03, -4.59], [-1.57, 1.82, 3.23], [2.96, -3.99, 3.54], [1.63, -2.78, -0.82], [-3.72, 1.85, -1.63], [-0.61, 3.43, 1.77], [-0.69, -1.62, 4.65], [1.18, -2.47, 4.19], [-1.74, -3.46, 1.64], [2.24, -1.37, 0.06], [-2.21, 3.73, 2.52], [1.63, -4.31, 2.42], [3.32, -2.73, -0.25], [-4.05, 4.55, 0.85], [-4.49, 2.95, 0.22], [4.82, -0.56, -2.75], [-1.45, 4.95, 1.48], [-4.21, 0.51, 2.99], [-2.40, -0.86, -2.14], [4.41, 1.00, -4.58], [2.88, 1.06, -5.45], [-4.72, 0.91, 1.33], [-1.37, 1.78, -2.89], [-0.09, -4.03, 3.94], [-3.99, 2.17, 2.38], [0.43, 2.31, -1.28], [1.82, 1.88, -3.66], [5.01, -1.78, -1.48], [-1.38, -0.27, -4.64], [3.39, 3.13, -2.59], [-0.26, 1.08, -4.62], [1.19, -0.80, 1.80], [-1.79, -4.32, 3.65], [4.56, 1.80, -2.38], [3.16, 1.97, -1.28], [-3.98, 0.33, -0.76], [-3.27, 0.21, -3.25], [-3.88, 4.21, -0.86], [-2.40, -2.06, 4.39], [4.40, -0.17, -1.06], [-0.48, 0.71, 2.37], [3.36, -0.43, -4.64], [-1.69, 0.08, 3.51], [-2.58, -0.37, 1.31], [-1.69, 3.71, -0.52], [2.87, -2.19, -2.83], [-1.44, -2.88, 5.62]]}

***

Record 3
{"formula": "C22H50NO11P2", "method": "ωB97M-V/def2-TZVPD", "lumo_energy_ev": -3.32, "total_energy_ev": -66211.1665, "charge": 1, "homo_lumo_gap_ev": 8.11, "spin_multiplicity": 1, "e_homo_ev": -11.43, "elements": ["P", "P", "O", "O", "O", "O", "O", "O", "O", "O", "O", "O", "O", "N", "C", "C", "C", "C", "C", "C", "C", "C", "C", "C", "C", "C", "C", "C", "C", "C", "C", "C", "C", "C", "C", "C", "H", "H", "H", "H", "H", "H", "H", "H", "H", "H", "H", "H", "H", "H", "H", "H", "H", "H", "H", "H", "H", "H", "H", "H", "H", "H", "H", "H", "H", "H", "H", "H", "H", "H", "H", "H", "H", "H", "H", "H", "H", "H", "H", "H", "H", "H", "H", "H", "H", "H"], "xyz": [[-0.36, 4.59, 3.95], [-2.84, 2.38, -1.97], [0.27, 4.76, 5.44], [-1.80, 4.81, 4.12], [-4.44, 2.38, -1.86], [-1.72, -3.22, -1.80], [-2.82, 3.64, -2.99], [-1.60, 2.51, -1.19], [4.63, -5.41, -2.23], [0.97, 5.16, 3.25], [-0.09, 3.01, 3.72], [-2.65, 1.19, -3.04], [0.12, -5.00, -3.52], [1.24, -6.42, -0.38], [0.11, 2.83, 1.28], [1.91, -6.57, -2.76], [-1.82, 4.65, -2.91], [0.49, -5.96, -2.59], [-1.17, 4.00, 7.25], [0.88, 6.41, 2.51], [0.50, -5.38, -1.15], [3.68, -7.16, -0.86], [-4.65, 4.03, -0.05], [0.40, 7.55, 3.38], [-2.48, -0.14, -2.56], [-0.54, 5.18, 6.54], [-0.61, 4.30, -3.76], [-3.75, -0.72, -1.95], [-0.90, -5.06, -0.59], [5.96, -5.00, -2.56], [-1.28, -3.60, -0.77], [4.48, -5.87, -0.91], [2.24, -7.04, -1.35], [-0.61, 2.40, 2.54], [-5.05, 2.67, -0.58], [6.48, -3.81, -1.75], [4.14, -7.97, -1.44], [-1.17, -2.89, 0.07], [1.03, 7.66, 4.26], [-0.62, 7.38, 3.73], [-5.18, 4.25, 0.88], [0.67, -4.22, -3.40], [1.03, -4.42, -1.12], [-1.60, 3.29, 6.55], [0.60, -7.16, -0.09], [6.01, -3.70, -0.78], [-2.27, 5.57, -3.27], [3.64, -7.53, 0.17], [-1.66, -0.16, -1.83], [1.82, -7.37, -3.49], [0.41, 8.49, 2.82], [-0.20, 2.21, 0.44], [1.91, -8.08, -1.36], [-0.32, -6.70, -2.58], [-1.68, 2.60, 2.46], [5.90, -4.68, -3.60], [3.91, -5.11, -0.35], [0.22, 6.28, 1.65], [-4.79, 1.89, 0.14], [-4.60, -0.58, -2.62], [-0.30, 3.27, -3.63], [-2.18, -0.74, -3.42], [-1.53, 4.82, -1.88], [-0.84, 4.44, -4.82], [-1.01, -5.36, 0.46], [-3.62, -1.78, -1.75], [-1.96, 4.34, 7.93], [-6.13, 2.63, -0.74], [7.54, -3.97, -1.56], [1.88, 6.61, 2.14], [6.66, -5.83, -2.55], [-1.29, 5.89, 6.21], [6.38, -2.87, -2.29], [-0.12, 3.87, 1.03], [0.13, 5.71, 7.22], [-3.99, -0.23, -1.00], [1.19, 2.75, 1.40], [-3.58, 4.08, 0.16], [-4.87, 4.81, -0.78], [5.43, -6.01, -0.38], [-1.63, -5.64, -1.16], [2.46, -5.72, -3.16], [-0.49, 1.32, 2.69], [1.68, -5.97, 0.42], [-0.43, 3.46, 7.84], [0.23, 4.95, -3.51]]}

***

Record 4
{"formula": "C22H50NO5ReS2Si", "method": "ωB97M-V/def2-TZVPD", "lumo_energy_ev": [-11.06, -10.84], "total_energy_ev": -67007.8291, "s2": 0.789, "charge": 3, "homo_lumo_gap_ev": [6.59, 6.73], "spin_multiplicity": 2, "e_homo_ev": [-17.65, -17.56], "elements": ["Re", "S", "S", "Si", "O", "O", "O", "O", "O", "N", "C", "C", "C", "C", "C", "C", "C", "C", "C", "C", "C", "C", "C", "C", "C", "C", "C", "C", "C", "C", "C", "C", "H", "H", "H", "H", "H", "H", "H", "H", "H", "H", "H", "H", "H", "H", "H", "H", "H", "H", "H", "H", "H", "H", "H", "H", "H", "H", "H", "H", "H", "H", "H", "H", "H", "H", "H", "H", "H", "H", "H", "H", "H", "H", "H", "H", "H", "H", "H", "H", "H", "H"], "xyz": [[0.20, 0.90, 0.97], [0.82, 1.27, -1.09], [-3.03, 1.72, 0.78], [0.81, -1.31, -1.56], [0.33, -1.38, -0.02], [-1.74, 0.79, 0.81], [2.34, -1.53, -1.82], [1.76, 1.10, 2.10], [-0.22, -1.34, -2.73], [2.98, 2.03, 3.73], [-2.50, -1.12, -1.89], [3.41, 2.75, 1.45], [0.18, -3.72, 0.62], [-1.64, -1.50, -3.08], [-2.34, 4.25, 1.79], [2.39, 1.11, 4.71], [2.02, -2.25, 1.49], [-5.77, 0.64, -0.61], [3.95, 3.02, 4.21], [3.05, -3.19, -3.44], [-1.82, -2.96, -3.47], [0.56, -2.33, 1.08], [-4.29, 0.60, 1.46], [-5.66, 0.98, 0.87], [2.84, -0.76, -4.08], [-0.36, -1.82, 2.17], [-1.88, -0.56, -4.25], [-1.16, 4.25, 0.83], [3.23, -1.75, -2.99], [-2.78, 2.84, 2.20], [2.68, 1.95, 2.47], [4.64, -1.48, -2.48], [-3.18, 4.79, 1.34], [4.96, 2.76, 3.90], [-5.87, 2.03, 1.05], [3.14, 3.80, 1.49], [-3.99, -0.40, 1.14], [-2.90, -0.68, -4.61], [-1.72, 0.47, -3.95], [-2.38, -1.84, -1.07], [-1.42, 3.81, -0.13], [1.83, -0.96, -4.45], [4.73, -0.46, -2.11], [-5.63, -0.43, -0.78], [-0.87, -3.76, 0.30], [-1.40, -1.86, 1.85], [3.70, -3.38, -4.29], [0.81, -4.04, -0.21], [-0.26, -2.41, 3.08], [3.07, 1.00, 5.55], [-1.19, -3.21, -4.32], [-2.02, 2.35, 2.81], [3.17, 2.37, 0.46], [4.90, -2.18, -1.68], [-3.55, -1.10, -2.18], [3.92, 3.06, 5.29], [-2.08, 4.78, 2.70], [2.30, -1.23, 1.74], [1.44, 1.51, 5.09], [-0.09, -0.77, 2.43], [2.66, -2.59, 0.67], [-5.02, 1.19, -1.20], [2.20, -2.89, 2.35], [-1.20, -0.80, -5.07], [-2.21, -0.13, -1.53], [3.54, -0.83, -4.91], [0.31, -4.44, 1.43], [-3.72, 2.88, 2.76], [2.88, 0.27, -3.69], [-6.75, 0.92, -0.99], [-0.80, 5.26, 0.64], [3.71, 4.01, 3.82], [3.32, -3.87, -2.64], [4.49, 2.68, 1.61], [5.35, -1.62, -3.29], [-0.31, 3.68, 1.26], [-1.57, -3.62, -2.64], [-4.27, 0.66, 2.55], [2.22, 0.14, 4.26], [2.01, -3.37, -3.74], [-2.86, -3.14, -3.76], [-6.40, 0.41, 1.43]]}